C4H2AlO2 | ωB97M-V/def2-TZVPD

Last column: Mulliken charge in e.
Element x y z (Å)
O 2.6143 0.1153 -0.4702  -0.38
C 1.4381 -0.2899 -0.5582  0.02
H 1.2037 -1.1681 -1.2028  0.28
C -1.3575 -0.1208 -0.0067  -0.10
C -0.6384 1.0046 0.5540  0.28
C 0.3526 0.1379 0.2233  0.12
O 0.1517 1.7000 1.4852  -0.26
Al -2.0088 -1.4275 0.9991  0.59
H -1.7557 0.0484 -1.0238  0.46

Properties
Calculated total energy = -14854.9336 eV
Charge = +1